Entry 1:
This record from OMol25 describes a structure of composition C54H59BiN3O6Se. The level of theory is wB97M-V/def2-TZVPD.

Summary:
E_LUMO: 1.6887 eV
HOMO energy: -5.05 eV
gap between HOMO and LUMO: 6.735 eV

Geometry as ORCA input:
```
! RIJCOSX wB97M-V def2-TZVPD def2/J DEFGRID3
* xyz -1 1
Bi -0.270 -0.396 0.406
Se -1.178 1.037 2.834
O -2.693 -2.761 -5.595
O -2.563 -0.521 0.104
O 1.588 0.519 1.368
O -1.667 -4.643 -5.451
O -0.591 1.600 -0.204
O -4.245 -0.589 -1.382
N 1.668 -2.479 0.031
N 0.177 -0.512 -1.797
N -2.121 -3.626 -4.965
C -1.080 2.636 0.456
C -3.182 -0.981 -0.922
C 2.236 2.757 6.576
C -1.936 4.996 1.787
C 1.556 -3.721 0.690
C 3.960 -2.918 -0.740
C -2.530 -2.191 -1.546
C -1.409 5.212 -2.402
C 2.587 -0.862 -1.418
C -2.365 6.304 2.454
C 1.521 1.947 7.665
C 2.089 -2.932 -5.369
C 1.150 -6.130 2.051
C 0.799 1.824 4.705
C 3.011 1.187 3.118
C -1.793 3.809 2.476
C 3.709 2.878 6.967
C -1.380 2.650 1.820
C 4.979 -2.450 -1.467
C 2.116 -2.457 -4.063
C 4.201 -0.674 1.914
C 2.693 -2.163 -0.662
C -1.054 3.851 -1.805
C -1.273 -4.254 -1.384
C -1.284 3.832 -0.284
C 5.553 1.087 3.013
C -1.686 4.960 0.407
C -2.622 -2.358 -2.920
C 1.291 -3.724 2.059
C -1.942 2.798 -2.498
C 0.573 -0.722 -4.659
C 1.601 -4.933 0.007
C 4.906 -1.192 -2.228
C 4.242 0.824 2.270
C 0.427 3.584 -2.133
C 1.395 -6.129 0.684
C -1.327 7.397 2.159
C 2.065 2.088 5.208
C 1.354 -1.352 -3.697
C 1.711 0.962 2.595
C 1.310 -2.292 -6.326
C -1.345 -4.421 -2.757
C 3.140 1.747 4.386
C -2.022 -3.457 -3.489
C 0.554 -1.182 -5.968
C -3.732 6.748 1.913
C 1.632 4.168 6.534
C -2.479 6.148 3.970
C 1.099 -4.920 2.735
C 3.802 -0.455 -2.192
C 4.281 1.664 0.982
C 0.624 1.274 3.441
C 1.270 -0.873 -2.264
C -1.862 -3.142 -0.785
H -1.275 5.162 -3.486
H 1.255 -2.775 2.582
H 5.911 -3.007 -1.477
H 0.979 -7.063 2.574
H 0.442 1.898 7.493
H 5.690 2.147 3.245
H -2.998 2.983 -2.285
H 2.396 -0.078 -0.673
H -0.085 2.057 5.291
H 5.765 -0.870 -2.804
H 2.725 -2.969 -3.323
H 1.901 0.922 7.696
H -3.152 -1.634 -3.521
H 3.748 0.487 -2.730
H -1.255 7.605 1.089
H 0.745 2.604 -1.780
H 6.386 0.776 2.375
H 0.901 -4.905 3.800
H 4.139 1.934 4.751
H 2.157 4.789 5.804
H 4.269 3.491 6.256
H 4.063 -3.820 -0.156
H 5.080 -0.949 1.319
H 4.193 1.899 7.027
H -0.070 -0.689 -6.704
H -1.601 8.329 2.665
H 4.203 -1.279 2.825
H 1.704 4.649 7.517
H -2.725 7.113 4.422
H 3.786 3.353 7.950
H 3.302 -0.914 1.342
H 3.336 1.608 0.444
H 4.479 2.713 1.222
H -4.064 7.669 2.405
H -1.798 -3.009 0.290
H 2.668 -3.808 -5.638
H 5.619 0.519 3.946
H -3.267 5.441 4.245
H 0.578 4.136 6.247
H -1.826 5.875 -0.155
H -0.752 -4.990 -0.775
H 5.084 1.308 0.326
H 0.576 3.630 -3.218
H -0.042 0.117 -4.353
H -1.799 2.857 -3.583
H -1.998 3.750 3.536
H 1.064 4.345 -1.669
H 1.679 2.404 8.648
H -3.691 6.936 0.837
H -4.484 5.973 2.087
H -0.892 -5.263 -3.260
H -1.706 1.786 -2.176
H -2.450 5.484 -2.207
H -0.336 7.093 2.508
H 1.423 -7.063 0.136
H 1.275 -2.669 -7.342
H -1.540 5.799 4.410
H 1.771 -4.932 -1.064
H -0.765 6.011 -2.024
*
```

Entry 2:
This record from OMol25 describes a cluster of 2 separate species, C6H10BrNO3S in total in a non-equilibrium geometry. The level of theory is wB97M-V/def2-TZVPD.

Summary:
E_LUMO (spin up / spin down): 0.3901 / -1.2127 eV
HOMO energy (spin up / spin down): -4.58 / -8.27 eV
gap between HOMO and LUMO (spin up / spin down): 4.970 / 7.053 eV

Geometry as ORCA input:
```
! RIJCOSX wB97M-V def2-TZVPD def2/J DEFGRID3
* xyz 0 3
Br -1.608 0.143 -1.690
S 1.157 1.759 -0.773
O -4.276 -0.073 1.366
O -2.826 1.645 1.676
O 1.041 -3.889 -0.357
N 1.515 -1.115 -1.527
C 0.141 0.822 0.440
C -0.548 -0.465 -0.171
C 0.489 -1.523 -0.659
C 1.567 3.193 0.268
C 0.220 -2.813 -0.262
C -3.559 0.765 1.505
H 1.152 -0.420 -2.281
H 0.807 0.366 1.243
H 1.929 -1.865 -1.981
H -1.343 -0.798 0.518
H 0.516 -4.719 0.001
H -0.379 -2.870 0.613
H 0.969 4.153 -0.024
H 1.129 2.943 1.329
H -0.643 1.371 0.823
H 2.550 3.390 -0.057
*
```

Entry 3:
This record from OMol25 describes a structure of composition C32H58BBeClCsF3LiN2O19PS in a non-equilibrium geometry. The level of theory is wB97M-V/def2-TZVPD.

Summary:
E_LUMO: -4.5656 eV
HOMO energy: -6.50 eV
gap between HOMO and LUMO: 1.932 eV

Geometry as ORCA input:
```
! RIJCOSX wB97M-V def2-TZVPD def2/J DEFGRID3
* xyz 0 1
Cs -7.446 0.255 -9.459
Cl 0.545 2.171 2.192
S 3.816 1.670 3.917
P 5.804 -0.317 3.581
F -2.336 -6.258 -1.157
F -2.973 -6.471 1.021
F -1.151 3.492 -3.946
O 4.836 0.499 4.609
O 7.158 0.138 3.834
O 5.702 -1.863 3.812
O 1.412 1.214 1.523
O -0.723 -6.991 0.386
O 4.468 7.541 4.493
O -4.317 0.345 -0.920
O -0.489 2.609 1.298
O -0.034 1.553 3.359
O -2.801 3.418 -3.050
O -4.161 -3.039 -5.641
O 0.388 -3.806 1.134
O 5.380 0.007 2.093
O -1.509 -4.761 0.455
O -6.500 -2.064 -9.520
O -5.337 0.510 -9.673
O -3.265 -0.414 -5.590
O 1.356 3.308 2.604
O 1.387 -6.558 1.035
N 6.608 6.787 4.327
N -2.529 5.615 -2.937
C -3.555 -1.684 0.225
C -5.064 -0.250 -8.707
C 0.692 -0.558 4.247
C 4.635 5.286 3.691
C 0.524 -1.015 -2.410
C -4.504 -1.033 -0.782
C -3.468 -0.904 1.558
C 2.046 -1.101 -2.471
C -0.831 -0.625 4.264
C -2.052 -0.519 2.025
C -3.106 0.668 -1.585
C -4.470 -2.267 -6.529
C 4.764 -2.577 2.970
C -4.256 0.028 -7.625
C -4.251 4.565 -1.542
C 3.446 -2.917 3.646
C -3.936 -0.842 -6.498
C 0.277 -6.211 0.763
C -0.390 -2.455 -4.963
C 7.282 5.830 5.273
C -0.227 -4.775 0.819
C 5.111 6.596 4.186
C -5.311 -2.550 -7.630
C 1.431 -1.752 4.869
C -1.466 -1.438 3.123
C -3.146 4.507 -2.561
C -5.690 -1.658 -8.679
C 0.030 -3.192 -3.697
C 2.909 -1.713 4.407
C -0.234 -2.337 -2.466
C 2.655 -1.861 -1.294
C -2.773 6.974 -2.490
B -1.926 -6.164 0.139
Be 2.582 -4.558 5.464
Li -2.914 -4.015 1.728
H -1.307 -2.113 -2.423
H 0.948 -2.701 4.676
H 3.017 1.005 3.043
H 0.235 -0.501 -1.486
H 0.961 0.296 4.859
H 3.019 -0.857 3.752
H -0.248 -3.082 -5.846
H 3.675 -3.793 4.321
H -3.039 7.590 -3.349
H 2.764 -3.266 2.904
H -1.405 -0.599 1.162
H 2.447 -0.085 -2.475
H -4.028 0.011 1.411
H -5.066 5.184 -1.913
H 2.364 -1.560 -3.412
H -5.538 -1.188 -0.506
H 7.045 4.812 4.978
H -3.238 1.608 -2.096
H -3.973 -2.668 0.423
H -4.363 -1.531 -1.739
H 3.746 -1.862 -1.361
H -2.304 -1.998 3.566
H 6.701 7.759 4.633
H -3.574 7.016 -1.761
H -2.060 0.502 2.365
H -1.220 0.381 4.207
H -2.294 0.788 -0.871
H 1.081 -3.490 -3.761
H 4.629 4.562 4.509
H 2.326 -2.904 -1.272
H 1.054 -0.324 3.255
H 2.378 -1.392 -0.346
H 3.625 5.390 3.300
H -3.992 -1.464 2.328
H -0.789 -2.176 2.713
H -2.817 -0.073 -2.325
H 7.025 6.690 3.396
H 5.283 4.917 2.893
H -0.540 -4.121 -3.606
H -5.743 -3.539 -7.723
H -4.629 3.562 -1.361
H -2.576 -1.765 -0.227
H -1.797 5.447 -3.620
H -3.781 1.002 -7.562
H 4.572 -2.092 2.020
H 0.195 -1.545 -5.110
H 0.178 -0.381 -3.231
H 8.353 5.991 5.209
H 1.434 -1.578 5.936
H -1.143 -1.021 5.224
H -0.011 -2.916 -1.562
H -3.867 4.968 -0.605
H -1.444 -2.179 -4.909
H 5.234 -3.520 2.733
H 6.931 6.038 6.279
H 3.569 -1.557 5.250
H -1.862 7.372 -2.042
H 5.755 0.880 1.908
*
```

Q: Which formula does entry 2 have?
A: C6H10BrNO3S